Record 1
Entry from OMol25: a 40-piece molecular cluster, H80O40 overall (ωB97M-V with the def2-TZVPD basis set).

Output
total charge = -1
ΔE to the lowest compared entry with this formula, charge and spin = 1150.60 kJ/mol
gap between HOMO and LUMO (spin up / spin down) = 1.9 / 10.0 eV
HOMO energy (spin up / spin down) = -0.179 / -8.376 eV
multiplicity = 2

```
120
Properties=species:S:1:pos:R:3:forces:R:3
H -2.93990 -3.91837 2.14337 0.1 3.2 0.4
H -3.24905 -5.19119 2.85476 -0.7 -0.7 1.6
O -2.92844 -4.82483 2.06439 0.4 -2.8 -2.0
H 2.12362 -4.56922 -3.35994 -2.0 2.2 2.1
H 1.45390 -3.21944 -3.31762 -0.7 4.4 -3.0
O 1.55681 -3.90100 -2.75885 2.7 -6.7 0.7
H 2.55799 2.30439 -0.03391 1.6 3.6 -1.0
H 2.61026 0.89486 -0.54355 -1.3 1.4 1.6
O 2.11098 1.53284 0.09293 -0.7 -5.4 -0.7
H 2.49415 2.47692 -4.22357 -0.2 -0.1 -1.0
H 2.48550 2.24062 -2.80114 -1.1 -1.3 1.7
O 2.82488 2.84396 -3.41762 1.3 1.6 -0.9
H 0.83007 0.54085 -1.61002 0.7 -0.3 -5.1
H 0.36322 0.77441 -3.23687 0.0 -0.2 0.7
O 1.10675 0.47212 -2.69507 0.3 -0.2 4.4
H -0.64798 -2.25809 2.26351 0.1 -1.1 0.4
O -0.80863 -3.20853 2.49734 0.4 0.5 0.8
H -3.65543 -0.21822 -0.17492 2.7 -3.2 0.7
O -2.87196 -0.99378 -0.00210 -2.5 7.0 3.8
H -4.22847 -0.59513 2.84543 -2.2 1.0 -1.6
H -5.32131 -1.04112 1.81851 -0.6 -2.1 -1.4
O -5.09384 -0.32810 2.35179 2.2 1.0 2.8
H 3.61744 -1.85218 3.22959 -3.4 4.0 -6.2
H 4.77053 -2.78353 3.47566 -1.4 1.0 0.6
O 3.99798 -2.28368 3.86570 5.4 -5.4 5.9
H -5.03706 4.33948 -1.64394 -0.7 -0.1 0.9
H -5.70888 3.33942 -0.75297 0.3 1.1 0.1
O -5.37737 4.27255 -0.71785 0.0 -0.7 -0.8
H -3.45974 -3.19733 -2.86756 1.4 -2.8 1.2
H -4.50445 -2.80869 -3.94857 -0.5 -0.7 -0.4
O -3.89540 -2.52179 -3.28709 -1.2 3.5 -0.9
H 0.37161 -0.52046 2.03081 0.6 1.1 5.1
O 0.17188 -0.56832 1.16983 -3.9 0.1 -7.1
H -0.51508 1.81572 -5.19501 -1.1 0.1 -1.8
H -1.86086 2.19649 -5.82298 -4.7 2.5 1.0
O -1.08301 1.82998 -6.02968 4.0 -1.0 -0.3
H 0.19291 -5.25056 0.85255 1.9 0.4 -1.8
H -0.68940 -5.15414 1.82951 -0.7 -1.1 0.7
O -0.26376 -5.90260 1.34723 -0.8 1.0 1.3
H -1.69321 -5.70195 0.05530 -0.8 -2.0 -2.1
H -1.13961 -6.27725 -1.33209 -2.1 0.0 1.4
O -1.99149 -6.26829 -0.76739 2.5 1.7 0.3
H -2.66964 2.85981 -0.66154 0.9 3.0 -1.1
H -3.96017 2.21315 -0.17621 1.6 -0.3 -0.3
O -3.01392 2.03176 -0.46092 -2.8 -2.8 1.7
H -1.15686 1.92447 5.05904 -0.7 -0.4 0.6
H -0.62761 0.60256 5.33616 -1.0 0.0 0.6
O -1.42423 1.13564 5.58499 1.7 0.3 -1.1
H 2.56151 -0.64514 4.30881 -0.9 -0.5 3.3
H 2.85017 -1.32317 5.75096 -0.7 0.6 -1.0
O 2.19022 -0.75765 5.28137 1.1 -0.5 -2.1
H 3.07975 -5.48402 1.61317 -0.3 1.2 -0.3
O 2.79497 -4.56143 1.39252 -1.4 -0.7 2.7
H -0.21414 -0.08148 -5.77586 0.5 0.5 0.3
H 1.31005 0.26555 -5.31016 -3.0 -0.1 0.7
O 0.29673 0.37609 -5.08130 4.1 -1.9 -0.6
H -4.55197 3.04543 3.76409 -2.4 0.5 -1.1
O -3.72880 2.89430 4.14807 1.5 -0.2 2.9
H -2.00855 0.94201 2.78808 -1.0 -0.2 -0.3
H -3.12073 1.90729 2.73797 -0.7 1.4 0.7
O -2.95112 1.01925 2.49843 2.5 -1.8 -0.4
H 4.10953 2.25697 0.71717 0.5 0.4 1.0
H 5.38890 3.05972 -0.11091 -3.4 -3.1 0.8
O 4.63842 2.26579 -0.07604 3.3 3.0 -1.5
H -2.10868 4.95097 -0.94761 0.7 0.0 0.4
H -3.24521 4.51463 -1.62429 -0.9 -0.5 -0.6
O -2.32277 4.26770 -1.59995 0.4 1.1 0.1
H 3.98814 -2.62166 -0.58111 0.0 -0.2 -1.4
H 3.86238 -4.29753 -0.88351 -0.5 1.4 -0.4
O 4.16186 -3.53985 -0.36473 1.9 -0.6 0.9
H -5.35094 2.18178 -3.31488 1.8 0.5 3.5
H -4.08922 1.79417 -2.55671 3.2 -2.3 -0.5
O -4.80769 2.32058 -2.38290 -5.2 1.5 -3.6
H -1.10553 -2.89179 -2.66232 0.7 -2.3 1.2
H -1.36349 -1.44281 -1.92127 0.6 -0.1 1.1
O -1.29463 -1.99481 -2.68668 -0.8 2.4 -2.3
H 1.96217 1.50802 4.80986 -0.7 -0.3 1.5
H 3.27337 1.86976 5.70088 3.3 0.7 8.4
O 2.85268 1.76216 4.98079 -2.6 0.3 -10.1
H 2.82789 -0.81629 1.18326 0.8 -0.5 -1.0
H 3.07468 -2.54230 1.60058 -0.9 4.0 -0.1
O 2.68165 -1.54565 1.78185 0.4 -3.7 1.6
H 1.18065 1.61648 2.79538 -0.4 0.0 -0.3
H -0.26466 2.10070 2.72267 -1.1 1.6 -1.5
O 0.27942 1.46680 3.11460 2.2 -2.1 2.9
H -2.92930 4.50474 1.67970 -4.1 -2.9 3.1
H -1.47835 4.36955 1.27244 -1.7 1.1 0.0
O -2.32106 4.93156 1.21057 6.0 1.8 -3.1
H 2.15451 3.73530 2.39310 -1.3 -3.7 1.3
O 2.42494 4.48661 1.98986 1.0 4.5 3.5
H -0.38926 3.59560 -1.59377 1.8 -2.3 -0.4
H 0.03992 2.30905 -0.95668 -1.5 -3.3 4.6
O 0.26453 2.79411 -1.64436 -0.2 6.5 -5.2
H 2.20930 -4.32653 2.18460 0.9 -0.7 -1.5
H -0.62974 -3.37823 3.45721 -0.1 0.8 -1.3
H -3.95452 2.55707 5.06248 0.6 0.4 -1.5
H -3.00880 -1.66354 -0.55683 -1.3 -4.3 -3.8
H -0.72715 -0.10053 0.84580 3.1 -1.6 2.1
H 2.53429 4.46179 1.11112 0.3 -0.7 -4.8
O -0.52486 2.30200 1.01779 -0.8 0.2 -1.9
H -0.01309 1.67396 0.48091 1.2 -0.2 1.2
H -1.28690 2.22317 0.41734 -1.0 0.4 0.8
O 3.56246 -0.58499 -4.25380 -3.4 -0.5 5.6
H 3.66801 -1.25535 -3.44779 0.3 1.4 -2.7
H 2.69393 -0.16921 -3.64764 2.7 -0.9 -2.5
O -1.15890 0.38906 -1.11607 3.9 -1.2 0.6
H -1.79334 -0.00823 -0.53715 -0.4 -1.9 1.9
H -1.86716 0.80544 -1.48334 -2.7 3.2 -3.1
O 4.87177 -0.57894 -0.02836 -2.7 1.5 -1.8
H 4.81435 0.15048 -0.75085 0.8 -1.7 1.9
H 5.77497 -0.75987 0.08856 1.9 -0.1 0.1
O -3.19476 0.21050 -4.04255 2.4 -1.6 0.1
H -2.38278 0.65419 -4.47370 -1.7 -1.4 1.0
H -2.89849 -0.77117 -3.74249 -0.8 3.0 -1.0
O 2.06977 -1.94025 -0.80112 3.0 -2.2 1.8
H 2.48600 -2.47213 0.03758 -2.2 1.8 -3.5
H 1.28604 -1.59176 -0.44331 -1.9 0.9 0.9
O 6.26289 0.71246 -2.05969 0.4 -6.1 0.8
H 6.14212 0.00763 -2.77550 0.1 1.8 1.4
H 6.18328 1.50822 -2.44523 -0.6 4.4 -2.4
```
Forces are in eV/Å.

=====

Record 2
Entry from OMol25: a 40-piece molecular cluster, H80O40 overall (ωB97M-V with the def2-TZVPD basis set).

Output
ΔE to the lowest compared entry with this formula, charge and spin = 1127.35 kJ/mol
gap between HOMO and LUMO = 9.8 eV
HOMO energy = -10.270 eV
multiplicity = 1

```
120
Properties=species:S:1:pos:R:3:forces:R:3
H 1.68695 -0.21751 3.03526 0.0 0.2 0.0
H 0.66135 -0.84971 2.01504 3.6 -0.3 1.2
O 1.68974 -0.90734 2.36352 -4.6 -0.4 0.1
H 6.01644 0.30031 -2.21368 0.6 -0.7 0.5
H 6.39613 1.77057 -2.31539 2.3 1.7 0.5
O 5.72251 1.16763 -2.43761 -3.0 -0.9 -0.8
H -3.84678 -2.31339 -0.53374 -1.5 1.7 -0.2
H -4.11017 -1.58939 -1.77720 -0.3 0.4 -1.0
O -4.44544 -1.56549 -0.88662 1.8 -2.1 1.2
H 2.53956 -3.69600 1.01034 0.2 1.5 -0.7
H 2.56196 -2.24836 1.49640 -0.3 -0.1 -0.4
O 2.45198 -2.73887 0.65733 0.3 -1.6 1.2
H 1.83840 -2.60717 -5.69336 0.2 -0.2 0.0
H 1.29062 -1.21061 -5.73731 0.3 -0.1 0.2
O 2.12747 -1.69182 -5.60636 -0.7 -0.2 -0.1
H 1.73190 1.28705 -4.68543 0.3 0.1 1.3
O 1.66241 1.08744 -5.59993 -0.7 0.1 -1.5
H 0.37432 -4.22207 3.48453 0.8 -1.7 -0.6
O 0.84686 -4.89440 4.06455 -1.5 3.0 -0.2
H -4.81488 -2.46307 1.75204 0.0 -0.5 -1.4
H -4.44722 -2.50354 3.13829 0.8 -0.9 1.1
O -5.00510 -2.02480 2.55999 -2.3 1.2 -0.7
H -0.55882 5.03493 0.44318 -0.5 0.8 -0.4
H -1.36053 3.77332 1.04001 1.4 1.0 -0.6
O -0.46248 4.17266 0.81219 -0.7 -1.8 0.8
H -2.30247 -0.09553 -3.65227 1.2 -0.1 -0.9
H -2.72264 0.83488 -4.92930 1.1 0.1 -0.8
O -2.95071 0.42014 -4.11759 -0.9 -0.4 1.3
H 0.39691 -3.28063 0.48141 0.9 -0.2 -0.2
H -0.76887 -2.75505 1.18321 0.1 -0.8 0.3
O -0.28657 -3.61347 1.06615 -0.7 1.2 0.1
H 4.90069 -1.08369 -3.18635 -0.8 0.8 -0.2
O 4.09081 -0.75753 -3.65669 1.3 -2.1 -0.5
H -0.17586 -1.81057 5.36090 -1.2 1.6 -1.5
H 1.07692 -2.33971 5.87803 -1.5 -0.5 0.6
O 0.08597 -2.43727 5.99383 2.7 -1.0 0.7
H 4.34011 2.53903 0.67696 0.7 -1.1 0.5
H 3.92838 1.28443 1.42313 0.4 0.0 -0.3
O 4.72182 1.68846 1.02297 -0.2 1.7 -0.1
H -2.48756 4.61822 2.55758 -0.9 2.1 -1.0
H -3.27780 3.18389 2.76327 -1.5 -0.1 -0.7
O -2.52518 3.74699 2.83788 2.7 -2.0 1.9
H -6.29369 2.73029 -0.46999 0.7 -0.9 -0.3
H -5.44420 1.46859 -1.04894 -0.8 0.3 -0.2
O -5.44132 2.24602 -0.45966 -0.7 0.0 0.9
H -3.69977 -1.05089 3.80805 0.8 -0.6 0.6
H -2.67582 -2.01361 4.60140 0.1 0.4 0.8
O -3.05211 -1.78255 3.76073 0.7 0.5 -0.2
H -4.85321 1.96535 1.48345 0.7 0.8 1.6
H -4.51773 1.02353 2.52816 0.2 -1.1 0.8
O -4.47432 1.96371 2.43018 -1.2 0.1 -2.5
H 0.18180 1.08907 4.77359 3.8 2.0 1.8
O -0.45087 0.95828 4.16105 -5.0 -2.6 -2.9
H -0.62753 4.11543 -2.59027 0.3 -1.4 1.0
H -0.80069 5.08729 -3.55128 0.9 2.0 -2.0
O -1.34361 4.58999 -2.99832 -1.3 -0.7 1.0
H -1.56488 -0.40709 0.43165 0.0 1.7 -2.2
O -1.58212 -0.99950 1.14437 0.0 -1.7 2.1
H 2.16415 4.80747 2.51123 1.1 0.4 -0.6
H 3.29112 3.97940 2.80181 0.8 -0.3 0.0
O 3.13365 4.74665 2.24341 -2.2 -0.3 1.1
H 2.46652 4.88253 0.40254 0.9 -0.5 0.2
H 3.61497 4.66740 -0.72314 0.5 -0.4 0.6
O 2.78602 5.05999 -0.48497 -1.3 0.8 -1.2
H 2.47582 -0.40770 0.71331 -0.7 0.5 1.1
H 2.93441 0.55161 -0.18665 -0.6 1.3 1.7
O 2.52854 0.56996 0.73920 0.6 -1.4 -3.7
H -2.44889 -5.75443 -0.88347 0.1 -0.1 -0.3
H -1.28688 -5.18229 -0.12620 0.6 0.3 0.7
O -1.80461 -5.03791 -0.91371 -0.6 -0.4 -0.8
H -4.32159 0.45065 -2.82853 0.0 -0.7 -0.4
H -4.80940 1.79025 -2.86166 -0.5 0.7 -0.3
O -5.12112 0.90476 -3.08260 -1.0 -0.2 1.1
H -2.55906 3.11594 -0.96151 0.7 0.6 -1.2
H -3.66737 2.42266 -0.27513 0.6 0.7 0.5
O -2.85636 2.94436 -0.08721 -1.3 0.2 1.1
H -4.42283 4.07143 -1.86808 0.5 -1.5 -1.4
H -3.86248 3.62938 -3.33645 -0.4 0.0 1.4
O -4.25393 3.29194 -2.48576 0.5 2.3 -0.6
H 2.78792 1.68669 -1.78640 0.3 0.2 -0.3
H 3.21623 1.02377 -3.18606 -1.8 1.6 1.4
O 2.49928 1.62418 -2.70659 3.0 -1.7 -1.2
H 3.03261 -3.98597 -0.85581 0.3 1.3 0.5
H 4.19393 -4.08893 -1.99075 -1.0 0.2 1.2
O 3.40468 -4.48548 -1.56217 0.7 -1.5 -1.8
H 2.48726 -5.06413 2.50405 -0.1 0.2 0.4
H 3.14901 -5.96144 1.51993 0.2 -0.4 -0.5
O 3.12929 -5.04431 1.78142 -0.3 0.0 0.5
H 4.06024 -1.92316 -0.77060 3.4 -1.0 -1.9
O 5.11106 -2.01219 -1.09481 -4.0 0.6 0.1
H -0.95700 1.53173 -0.61089 -1.2 -0.9 -0.8
H -2.10448 1.16016 -1.58774 -0.7 1.0 -1.5
O -1.70444 0.88976 -0.79540 1.8 -1.2 2.1
H -0.65140 1.26428 3.26104 1.3 0.7 1.1
H 2.19175 0.31400 -5.78481 0.6 0.0 0.2
H -2.39786 -0.77421 1.61162 0.2 -0.3 0.2
H 0.59217 -4.30640 4.82068 0.7 -1.3 0.5
H 3.82726 -1.63770 -4.04012 -0.2 1.5 0.0
H 5.45745 -2.03595 -0.23453 1.7 -0.2 1.8
O 2.38844 1.70632 5.72569 0.8 2.4 -2.5
H 2.75554 0.97392 5.26258 0.1 -1.2 0.5
H 1.91997 1.61559 6.50922 -0.9 -1.3 2.0
O -3.05654 -4.10721 1.24393 -0.5 0.8 1.1
H -3.48379 -4.61554 0.56744 -0.1 -0.2 -0.5
H -2.53209 -3.42908 0.80027 0.1 -0.4 0.0
O 0.48644 4.43683 3.87225 2.2 1.2 0.5
H -0.37167 4.04085 3.91949 -1.0 -0.2 0.5
H 0.79517 4.89982 4.69521 -1.2 -1.0 -1.1
O -0.74981 -3.91450 -3.29036 0.1 0.3 -0.8
H -0.90923 -3.50473 -2.45587 0.6 0.5 1.3
H -1.64479 -4.21618 -3.40130 -0.5 -0.7 -0.7
O 2.72188 -1.50168 -1.60442 -1.6 0.6 -1.0
H 2.36307 -1.64139 -2.53659 1.1 0.7 1.8
H 3.23975 -0.66602 -1.59417 -0.8 -0.8 -1.1
O 0.04980 2.09346 -2.29276 1.1 1.4 -1.4
H 1.07185 2.09672 -2.31703 -2.4 -0.2 -0.1
H -0.13588 1.63254 -3.15395 0.3 0.8 1.3
O 0.19112 -0.23514 -2.46053 -1.4 -1.3 -0.3
H -0.76721 -0.20804 -2.21563 1.3 0.4 0.2
H 0.41136 -1.11215 -2.16529 0.5 -0.8 0.1
```
Forces are in eV/Å.

=====

| no. | electronic energy (Ha) |
| --- | --- |
| 1 | -3057.11432 |
| 2 | -3057.32796 |